The following is a quantum chemistry calculation of 3 unconnected molecules or ions with the total composition C7H15NO in a non-equilibrium geometry, from OMol25.

Summary:
HOMO energy	-10.10	eV
LUMO level	-1.39	eV
energy relative to the best compared isomer or geometry (same formula, charge and spin)	5.078	eV
Kohn-Sham gap	8.7	eV
E_tot	-11035.59615	eV

The geometry in ORCA input format:
```
! RIJCOSX wB97M-V def2-TZVPD def2/J DEFGRID3
* xyz 0 1
C 2.028 -0.306 -0.733
C 2.554 -1.337 0.353
C 3.899 -0.666 0.778
C 4.140 0.611 -0.107
C 2.706 0.998 -0.571
C -5.595 -0.236 -0.026
C -5.300 1.137 0.631
H 2.216 -0.652 -1.723
H 0.972 -0.207 -0.720
H 2.764 -2.253 -0.023
H 1.816 -1.425 1.160
H 4.764 -1.323 0.674
H 3.932 -0.362 1.850
H 4.682 0.321 -1.022
H 4.584 1.477 0.413
H 2.657 1.573 -1.515
H 2.259 1.553 0.312
H -4.816 -1.568 -1.304
H -3.251 -0.709 0.037
H -6.025 2.082 0.300
H -4.396 1.522 0.293
H -5.344 1.119 1.787
N -4.649 -0.560 -1.038
O -6.595 -0.790 0.195
*
```